Record 1
Computed, not measured: a single C19H20F2N2O6 molecule in a non-equilibrium geometry, with ωB97M-V with the def2-TZVPD basis set.

Computed properties:
M: 410.37 g mol⁻¹
E_LUMO: 0.651 eV
E_HOMO: -8.739 eV
Structure (SMILES): CC(C)[C@H](NC(=O)c1ccco1)C(=O)OCC(=O)Nc1ccccc1OC(F)F
Relative energy (zero: lowest compared OMol25 entry of this formula, charge and spin): 0.0000 eV
2S+1: 1
Kohn-Sham gap: 9.390 eV

Last column: natural (NBO) charge in e.
Element x y z (Å)
C -2.943 -3.130 -1.056  -0.62
C -2.229 -2.713 0.227  -0.20
C -3.232 -2.485 1.354  -0.61
C -1.390 -1.428 0.011  -0.15
N -2.170 -0.348 -0.533  -0.61
C -2.361 0.807 0.145  0.65
O -2.019 0.964 1.307  -0.65
C -3.045 1.852 -0.622  0.15
C -3.390 3.127 -0.251  -0.23
C -4.013 3.707 -1.376  -0.32
C -4.002 2.749 -2.345  0.12
O -3.423 1.627 -1.904  -0.40
C -0.231 -1.730 -0.924  0.81
O -0.242 -1.542 -2.109  -0.59
O 0.793 -2.270 -0.248  -0.52
C 1.958 -2.628 -0.980  -0.18
C 3.149 -1.691 -0.734  0.66
O 4.194 -1.864 -1.315  -0.60
N 2.885 -0.719 0.168  -0.62
C 3.692 0.340 0.579  0.19
C 5.008 0.511 0.164  -0.25
C 5.743 1.591 0.617  -0.19
C 5.186 2.511 1.489  -0.22
C 3.877 2.354 1.912  -0.21
C 3.138 1.278 1.459  0.20
O 1.808 1.089 1.910  -0.52
C 0.860 1.812 1.301  0.77
F 1.126 3.139 1.283  -0.34
F 0.741 1.469 -0.020  -0.37
H -3.413 -4.101 -0.919  0.22
H -3.719 -2.412 -1.310  0.21
H -2.248 -3.201 -1.889  0.22
H -1.531 -3.503 0.525  0.21
H -3.897 -1.661 1.107  0.21
H -2.721 -2.242 2.282  0.22
H -3.830 -3.379 1.510  0.21
H -1.002 -1.096 0.981  0.25
H -2.337 -0.370 -1.529  0.43
H -3.212 3.574 0.704  0.24
H -4.412 4.697 -1.454  0.23
H -4.366 2.748 -3.354  0.21
H 2.244 -3.640 -0.678  0.22
H 1.740 -2.621 -2.054  0.24
H 1.964 -0.729 0.593  0.43
H 5.437 -0.205 -0.517  0.26
H 6.763 1.712 0.284  0.22
H 5.764 3.351 1.840  0.22
H 3.421 3.062 2.586  0.23
H -0.115 1.642 1.783  0.18



Record 2
Computed, not measured: 2 unconnected molecules or ions with the total composition C5H11O2 in a non-equilibrium geometry, with ωB97M-V with the def2-TZVPD basis set.

Computed properties:
M: 103.14 g mol⁻¹
E_LUMO: 3.938 eV
E_HOMO: -3.816 eV
Relative energy (zero: lowest compared OMol25 entry of this formula, charge and spin): 1.5881 eV
Net charge: -1
2S+1: 1
Kohn-Sham gap: 7.754 eV

Last column: natural (NBO) charge in e.
Element x y z (Å)
C 0.025 -0.807 1.501  -0.59
C 1.482 -0.876 2.129  -0.62
H 0.022 -0.566 0.400  0.24
H -0.453 -1.739 1.603  0.18
H -0.549 -0.251 2.128  0.21
H 2.166 -0.299 1.566  0.19
H 1.898 -1.853 2.032  0.18
H 1.601 -0.516 3.165  0.19
C -0.338 1.182 -1.727  -0.54
C -0.351 -0.261 -1.987  -0.60
C -1.108 1.552 -0.327  0.77
O -1.854 0.657 0.064  -0.78
O -1.174 2.740 0.037  -0.78
H 0.697 1.390 -1.721  0.19
H -0.997 1.779 -2.506  0.20
H 0.350 -0.849 -1.509  0.18
H -0.087 -0.541 -3.080  0.16
H -1.328 -0.742 -1.769  0.23



Record 3
Computed, not measured: a molecular structure, C5H12O3 in a non-equilibrium geometry, with ωB97M-V with the def2-TZVPD basis set.

Computed properties:
M: 120.15 g mol⁻¹
E_LUMO: 0.580 eV
E_HOMO: -8.852 eV
Relative energy (zero: lowest compared OMol25 entry of this formula, charge and spin): 4.7017 eV
2S+1: 1
Kohn-Sham gap: 9.433 eV

Last column: natural (NBO) charge in e.
Element x y z (Å)
C -0.235 -1.788 -0.101  0.48
C 0.681 -0.580 1.103  -0.61
C -0.270 -0.085 2.181  -0.62
O 0.662 -2.178 -1.046  -0.71
O -1.351 -1.195 -0.505  -0.71
H 0.793 -1.460 -1.688  0.49
H -1.081 -0.392 -1.158  0.49
H -0.388 -2.593 0.616  0.18
H 1.289 -1.405 1.474  0.22
H 1.466 0.143 0.863  0.22
H -0.872 0.749 1.817  0.20
H 0.270 0.220 3.078  0.21
H -0.973 -0.867 2.473  0.21
C -0.103 1.056 -1.171  -0.03
C -0.513 2.314 -1.029  -0.47
O 0.769 0.639 -2.162  -0.73
H 0.975 1.364 -2.768  0.48
H 0.116 0.329 -0.166  0.29
H -0.170 3.124 -1.663  0.19
H -1.064 2.607 -0.149  0.22



Record 4
Computed, not measured: 6 unconnected molecules or ions with the total composition C34H52Br2N7OS in a non-equilibrium geometry, with ωB97M-V with the def2-TZVPD basis set.

Computed properties:
M: 766.71 g mol⁻¹
E_LUMO: -4.244 eV
E_HOMO: -11.638 eV
Relative energy (zero: lowest compared OMol25 entry of this formula, charge and spin): 0.0000 eV
Net charge: +1
2S+1: 1
Kohn-Sham gap: 7.395 eV

Last column: Löwdin charge in e.
Element x y z (Å)
C -0.967 -4.902 1.234  -0.14
C -0.226 -5.078 -0.121  -0.51
S -1.178 -4.533 -1.575  0.92
C -1.787 -2.863 -1.209  -0.44
C -0.763 -1.709 -1.329  -0.39
C 0.223 -1.707 -2.498  -0.16
C 0.150 -0.761 -3.529  0.00
C 1.118 -0.872 -4.480  -0.04
C 2.089 -1.848 -4.480  -0.10
N 2.163 -2.743 -3.504  0.12
C 1.251 -2.621 -2.568  -0.14
C 0.185 -1.733 -0.126  0.09
N 0.447 -0.538 0.255  0.18
C -0.238 0.495 -0.501  -0.26
C -0.529 1.763 0.329  -0.12
C -0.630 1.527 1.837  -0.77
O 0.307 1.240 2.522  0.02
Br -2.356 1.748 2.736  0.73
C -1.416 -0.301 -1.107  -0.53
Br -3.044 -0.256 -0.029  0.83
H -0.878 -5.844 1.777  0.03
H -0.463 -4.140 1.843  0.06
H -2.017 -4.639 1.121  0.07
H 0.756 -4.593 -0.087  0.04
H -0.046 -6.144 -0.258  0.08
H -2.248 -2.899 -0.220  0.04
H -2.600 -2.663 -1.911  0.09
H -0.599 0.016 -3.559  0.10
H 1.114 -0.157 -5.297  0.11
H 2.831 -1.882 -5.271  0.07
H 1.320 -3.334 -1.748  0.09
H 0.624 -2.606 0.341  0.14
H 1.098 -0.453 1.032  0.19
H 0.307 0.843 -1.386  0.16
H -1.450 2.259 0.013  0.10
H 0.279 2.481 0.163  0.14
H -1.786 0.054 -2.062  0.07
C 1.019 3.987 4.129  -0.11
C -0.062 4.537 5.052  -0.26
C -0.187 6.062 4.980  -0.19
C 1.076 6.700 5.376  -0.24
N 2.071 7.192 5.681  0.15
H 2.006 4.361 4.402  0.08
H 1.053 2.901 4.192  0.05
H 0.822 4.263 3.088  0.07
H 0.160 4.233 6.077  0.12
H -1.022 4.089 4.785  0.09
H -0.978 6.409 5.645  0.12
H -0.437 6.378 3.966  0.12
C -3.383 3.168 -4.895  -0.10
C -2.607 2.973 -3.597  -0.27
C -1.254 3.693 -3.589  -0.18
C -0.396 3.176 -4.665  -0.23
N 0.281 2.751 -5.494  0.16
H -2.846 2.755 -5.749  0.08
H -4.346 2.661 -4.841  0.08
H -3.567 4.226 -5.084  0.08
H -2.451 1.902 -3.431  0.09
H -3.208 3.343 -2.764  0.11
H -0.746 3.536 -2.636  0.10
H -1.389 4.766 -3.724  0.13
C 7.856 -1.363 -5.655  -0.11
C 7.157 -0.017 -5.816  -0.26
C 5.677 -0.063 -5.417  -0.19
C 4.946 -1.021 -6.258  -0.23
N 4.383 -1.777 -6.921  0.16
H 7.418 -2.122 -6.304  0.07
H 8.909 -1.277 -5.921  0.08
H 7.795 -1.717 -4.624  0.08
H 7.247 0.311 -6.853  0.11
H 7.664 0.727 -5.199  0.11
H 5.223 0.922 -5.535  0.12
H 5.572 -0.361 -4.372  0.12
C -6.159 4.542 4.375  -0.11
C -7.043 3.591 3.576  -0.26
C -6.239 2.607 2.720  -0.19
C -5.408 3.329 1.745  -0.28
N -4.762 3.899 0.981  0.14
H -5.556 5.173 3.720  0.07
H -6.769 5.202 4.990  0.08
H -5.486 3.990 5.036  0.08
H -7.709 4.174 2.936  0.12
H -7.674 3.025 4.263  0.11
H -6.909 1.939 2.178  0.12
H -5.589 1.995 3.350  0.10
C 3.294 -7.125 4.819  -0.11
C 2.641 -5.778 4.529  -0.27
C 1.128 -5.781 4.783  -0.18
C 0.462 -6.766 3.919  -0.23
N -0.051 -7.542 3.240  0.16
H 2.905 -7.907 4.165  0.07
H 4.369 -7.069 4.655  0.08
H 3.125 -7.428 5.853  0.08
H 2.838 -5.500 3.491  0.11
H 3.101 -5.014 5.159  0.11
H 0.707 -4.796 4.577  0.11
H 0.915 -6.027 5.823  0.12



Record 5
Computed, not measured: a molecular structure, C3H6IN2O2 in a non-equilibrium geometry, with ωB97M-V with the def2-TZVPD basis set.

Computed properties:
M: 229.00 g mol⁻¹
E_LUMO: -4.196 eV
E_HOMO: -13.785 eV
Net charge: +1
2S+1: 1
Kohn-Sham gap: 9.588 eV

Last column: natural (NBO) charge in e.
Element x y z (Å)
C 0.593 1.816 0.738  0.87
C -1.422 -0.960 -0.967  -0.42
C 0.816 0.052 -0.825  0.00
N 1.014 1.743 1.815  -0.64
N -0.138 -0.688 -0.258  -0.09
O 0.331 1.849 -0.402  -0.51
O -0.015 -1.100 1.055  -0.53
I 2.779 -0.265 -0.106  0.33
H -1.349 -1.047 -2.058  0.25
H -1.975 -0.059 -0.865  0.23
H -1.849 -1.743 -0.413  0.23
H 0.794 0.353 -1.933  0.30
H -0.666 -1.718 1.405  0.52
H 1.087 1.766 2.815  0.48